The following is a DFT calculation (wB97M-V/def2-TZVPD) of a structure of composition C4H13N2 in a non-equilibrium geometry.

The calculation puts the HOMO-LUMO gap at 6.35 eV. The largest force on an atom is 6.58 eV/A. Its energy above the lowest of the compared OMol25 structures with the same formula, charge and spin is 640.6 kJ/mol. The calculation puts the HOMO energy at -0.527 Eh. Its charge is +1.

Last column: natural (NBO) charge in e.
Geometry (Å):
1 N -1.5728 0.8061 1.7649  -0.6476
2 C -0.7512 -1.0864 -0.3190  -0.4674
3 C -1.5586 -0.2775 -1.2496  -0.6267
4 C 0.2208 -0.1719 0.3489  0.1646
5 N 1.2228 0.6470 -0.3283  -0.5546
6 C 2.5499 -0.0582 -0.5083  -0.4287
7 H -1.3976 -1.3288 0.5384  0.2546
8 H -1.6210 0.7987 2.7316  0.3861
9 H -1.4634 1.8342 1.6405  0.3777
10 H -0.4618 -2.0713 -0.7074  0.3004
11 H -2.0644 0.4478 -0.5698  0.2135
12 H -1.0437 0.2357 -2.0362  0.2331
13 H -2.3417 -0.9097 -1.6984  0.2417
14 H 0.7828 -0.7749 1.0465  0.2070
15 H -0.5953 0.3945 1.1261  0.2391
16 H 1.3167 1.5726 0.0248  0.4121
17 H 2.3121 -1.0034 -1.0890  0.2200
18 H 3.0151 -0.3328 0.4324  0.2145
19 H 3.2460 0.5302 -1.1274  0.2607